{"formula": "C19H41F3N5O8Y", "method": "the ωB97M-V functional and the def2-TZVPD basis", "symbols": ["H", "H", "H", "O", "H", "O", "H", "H", "C", "H", "C", "F", "H", "N", "H", "O", "H", "H", "H", "H", "H", "F", "H", "C", "C", "H", "H", "C", "H", "C", "N", "H", "H", "N", "C", "O", "H", "O", "N", "C", "O", "H", "H", "H", "H", "H", "H", "C", "H", "C", "H", "H", "H", "H", "H", "H", "C", "C", "C", "C", "C", "C", "H", "H", "H", "H", "O", "H", "N", "O", "C", "C", "F", "H", "Y", "C", "H"], "positions_angstrom": [[21.5998, -23.5483, 25.0551], [21.2021, -23.2502, 23.3091], [21.0783, -19.9806, 25.1983], [18.0733, -21.5950, 23.9367], [21.9665, -17.5936, 23.6557], [15.9540, -21.3346, 25.6698], [19.7100, -22.1206, 22.8118], [14.4019, -16.5346, 29.5844], [16.1436, -22.8901, 28.0624], [14.2001, -22.3723, 25.3624], [21.5575, -18.2641, 29.4201], [23.1380, -23.8677, 29.1559], [20.1436, -19.7092, 28.5189], [19.5723, -23.1260, 24.5758], [16.7377, -19.8909, 28.6548], [18.7023, -20.0170, 26.6277], [15.8151, -22.6931, 29.0828], [24.2115, -17.4593, 26.0829], [16.7087, -23.8202, 28.0009], [21.6717, -17.9325, 28.3881], [16.8532, -22.0836, 27.8773], [24.0016, -22.1235, 28.2317], [18.7008, -14.0282, 27.7460], [18.8808, -23.5726, 25.7769], [15.0932, -18.1028, 27.4877], [17.8488, -23.2362, 25.6780], [13.3332, -17.9348, 29.7557], [21.6401, -22.0135, 28.9372], [22.1472, -16.7139, 25.1375], [21.7794, -17.6546, 24.7277], [22.6327, -18.6500, 25.3289], [13.1708, -23.7569, 26.6955], [19.4324, -16.2920, 28.5175], [15.0699, -22.9421, 27.0787], [19.0670, -22.2621, 23.6943], [17.5815, -17.3152, 25.3198], [19.2208, -23.0709, 26.6829], [22.9687, -20.9224, 25.4854], [15.1492, -18.4124, 28.8300], [18.5885, -16.6305, 27.9164], [21.9185, -20.6868, 28.9559], [16.5472, -19.0953, 30.2208], [20.1932, -14.5913, 26.9973], [24.3356, -17.9405, 24.4162], [14.2291, -24.8405, 27.5925], [22.5483, -18.2827, 29.8741], [18.8732, -17.6726, 27.7712], [20.8895, -23.7134, 24.2450], [17.7016, -16.5094, 28.5384], [24.0119, -18.2840, 25.3987], [20.7257, -17.8111, 24.9588], [14.3916, -17.3070, 27.1935], [19.1461, -20.4686, 27.3718], [18.9314, -24.6610, 25.8056], [20.9530, -17.5249, 29.9458], [24.5872, -19.1872, 25.6022], [22.1656, -19.9140, 25.3580], [20.9206, -19.7237, 29.2831], [13.9242, -23.7998, 27.4820], [19.1165, -14.4984, 26.8549], [14.3728, -17.6076, 29.7739], [16.0103, -19.4724, 29.3504], [14.7806, -17.6156, 30.7847], [18.1741, -15.4327, 24.7418], [20.8725, -24.8006, 24.1688], [18.9152, -13.9229, 25.9513], [15.7754, -18.8017, 26.6816], [15.4163, -20.2768, 29.7842], [18.5949, -15.8171, 26.6748], [20.5696, -22.5255, 29.3953], [18.0722, -16.2037, 25.5212], [15.0855, -22.1889, 25.9906], [22.6272, -23.4042, 27.2268], [20.3913, -20.1459, 30.1374], [17.3428, -19.6043, 24.9695], [22.8976, -22.8460, 28.4097], [13.4101, -23.5342, 28.4058]], "atomic_forces_ev_per_a": [[-0.01, 0.63, -0.15], [0.39, -0.28, 0.24], [0.11, -0.24, 0.20], [-2.28, 2.49, -0.13], [-0.26, -0.08, -0.22], [-0.47, -0.54, 0.07], [-0.47, -0.02, -0.01], [-0.01, -0.05, -0.72], [0.98, 0.26, 0.00], [0.28, 0.22, -0.08], [-0.21, -1.76, -0.73], [0.37, -0.85, 2.19], [0.35, 0.18, -0.28], [0.76, -0.15, -1.20], [-0.35, 0.41, -0.31], [-0.78, 0.32, -1.29], [-0.50, -0.43, -0.13], [-0.18, -0.24, 0.31], [-0.09, -0.09, 0.33], [0.20, 0.23, -0.01], [-0.15, 0.01, -0.55], [-0.48, 0.27, 0.61], [-0.17, 0.06, -0.21], [-0.72, 0.64, -0.44], [1.53, -2.73, 1.49], [-0.11, -0.29, -0.09], [0.04, 0.03, 0.36], [-2.98, -0.11, 2.34], [-0.57, 0.34, 0.00], [0.71, 0.71, 0.27], [-1.77, -0.25, 0.02], [0.06, -0.06, -0.05], [-0.09, 0.44, -0.01], [-0.08, 0.37, 1.21], [2.63, -1.43, 1.38], [-0.27, -1.63, -1.01], [0.57, -0.32, -0.02], [-3.68, 3.24, -0.21], [0.16, 1.34, -2.18], [1.10, -0.12, -0.04], [0.66, -1.30, -1.04], [0.19, 0.29, -0.12], [0.08, 0.27, 0.00], [0.06, 0.06, -0.20], [0.27, 0.09, -0.12], [-0.14, -0.21, 0.07], [-0.72, -0.13, -0.57], [-0.14, -0.19, 0.45], [-0.22, -0.02, -0.41], [0.95, -0.61, -0.59], [0.02, -0.01, 0.01], [0.34, -0.15, 0.07], [-0.60, 0.22, -1.04], [0.08, 0.14, 0.32], [-0.26, -0.44, 0.12], [0.04, 0.25, 0.36], [4.41, -3.21, 0.14], [-0.53, 0.70, 1.08], [-0.18, -0.18, -1.11], [0.67, 0.63, -0.29], [-0.33, 0.35, 0.28], [0.00, -0.07, 0.79], [0.01, -0.75, -0.07], [-0.29, -0.29, -0.04], [-0.51, -0.02, -0.37], [0.07, 0.26, 0.26], [-1.04, 1.25, 0.02], [-0.29, -0.13, -0.31], [-1.07, -1.34, 0.65], [4.26, 1.89, -2.44], [1.16, 1.24, 0.87], [-0.47, 0.29, -0.10], [-0.92, 0.43, -1.04], [0.18, 0.57, 0.53], [0.48, -1.56, 4.15], [-0.33, 0.55, -1.32], [0.52, 0.60, 0.07]], "mulliken_charge": [0.209, 0.237, -0.068, -0.776, 0.352, -0.403, 0.369, 0.399, -0.761, 0.361, -1.194, -0.246, -0.977, 0.188, -0.159, 0.426, 0.403, 0.294, 0.406, 0.213, -0.212, -0.227, 0.346, -0.652, -0.173, 0.074, 0.365, 0.522, 0.371, -0.889, 0.302, 0.296, 0.478, 0.230, 0.086, -0.585, 0.049, -0.717, 0.226, -0.825, -0.256, 0.428, 0.362, 0.402, 0.337, 0.394, 0.058, -0.616, 0.241, -1.043, 0.035, 0.431, -0.433, 0.436, 0.328, 0.333, 0.558, 1.064, -0.827, -0.946, -1.078, -0.666, 0.351, 0.352, 0.341, 0.302, -0.492, 0.440, 0.192, -0.622, 0.090, 0.182, -0.269, 0.520, 1.615, 0.791, 0.329], "e_above_lowest_kcal_mol": 0.00, "total_charge": 2, "lumo_ev": -5.877, "e_tot_ha": -1961.827609}